(1)
Computed, not measured: a structure of composition C20H40P2PbSi in a non-equilibrium geometry, with ωB97M-V/def2-TZVPD.

```
64
Properties=species:S:1:pos:R:3:forces:R:3
P 1.214685 0.113422 -2.498978 -0.37 -0.38 -1.88
P 1.917131 2.984829 -1.392926 -1.56 1.72 -1.31
C 1.151752 1.528497 -3.672373 0.19 0.15 -0.19
C 2.101787 2.638684 -3.213771 -0.05 0.34 -0.32
H 0.101879 1.883420 -3.713626 0.55 -0.16 0.12
H 1.388297 1.101115 -4.663371 0.03 0.41 0.25
H 3.155055 2.338652 -3.328691 -0.33 0.05 -0.04
H 1.953388 3.575766 -3.770540 -0.08 -0.23 -0.05
C 0.092179 3.255669 -1.192147 -0.24 0.55 -0.52
H -0.018826 3.827914 -0.254444 -0.05 -0.29 -0.31
H -0.478616 2.318046 -1.098332 0.42 0.39 -0.02
H -0.288622 3.861379 -2.034388 -0.12 -0.04 0.28
C 2.379344 4.772196 -1.415962 0.48 0.20 0.36
H 1.602283 5.344729 -1.950789 0.25 -0.38 0.11
H 3.342317 4.916509 -1.931566 -0.30 -0.06 0.29
H 2.445729 5.179435 -0.395645 0.08 -0.18 -0.33
C -0.287289 -0.736229 -3.078391 -0.29 -0.39 -0.27
H -0.412868 -1.712828 -2.590944 0.04 0.38 -0.21
H -0.261514 -0.897003 -4.171626 0.13 0.05 0.33
H -1.178231 -0.142469 -2.847285 0.40 -0.08 -0.10
C 2.557093 -1.023360 -3.002096 0.31 -0.84 -0.59
H 3.418222 -0.943468 -2.319207 -0.54 0.13 -0.35
H 2.910327 -0.836368 -4.028634 -0.17 -0.04 0.20
H 2.184132 -2.057861 -2.956438 0.04 0.12 -0.13
Pb 2.120895 0.770963 -0.357604 1.54 -1.10 3.93
C -2.636568 -1.009422 -1.020172 0.04 0.91 -0.23
C -3.516876 -1.285281 -1.990533 -0.02 0.24 0.44
C -4.054814 -2.614596 -2.378209 -0.32 -0.95 0.66
C -3.380585 -3.768748 -1.581100 -0.74 0.08 -0.07
C -1.911638 -3.917864 -1.831345 0.77 0.01 -0.18
C -0.846949 -3.455861 -1.148795 -0.33 -1.27 -0.33
C -0.804372 -2.547845 0.035170 -0.22 0.10 0.02
C -2.108127 -1.724148 0.196570 0.57 -0.10 0.53
C 1.867777 -2.123470 2.382558 0.46 -0.88 -0.58
H -2.198095 -0.008646 -1.067714 -0.56 0.10 0.20
H -3.975908 -0.440586 -2.520691 0.73 -0.18 -0.21
H -3.957122 -2.798576 -3.460781 0.09 0.23 0.25
H -5.136705 -2.641066 -2.162116 0.20 -0.07 -0.17
H -3.608541 -3.611482 -0.520659 0.09 -0.23 -0.34
H -3.855181 -4.727912 -1.870566 0.15 0.47 0.15
H -1.706942 -4.503805 -2.741845 0.13 0.11 0.51
H 0.118307 -3.869683 -1.462417 -0.16 0.38 -0.11
H 0.089749 -1.893263 -0.057195 -0.57 -0.06 -0.03
H -0.624979 -3.108605 0.974109 -0.19 0.11 -0.46
H -2.886320 -2.351727 0.651416 0.33 0.28 -0.04
H -1.841855 -0.927861 0.918852 -0.39 -0.36 -0.19
H 2.374899 -2.566478 3.250465 -0.10 0.24 -0.10
H 2.575338 -2.180104 1.548861 -0.08 0.09 -0.02
H 1.029326 -2.786998 2.140803 0.11 0.29 0.05
C -0.958674 2.181670 4.487792 -0.32 0.27 -0.20
Si 0.594284 1.195520 4.786401 -0.06 -0.42 -0.17
C 1.982828 2.298598 5.351578 0.39 0.22 -0.03
C 0.233955 -0.076861 6.134894 0.04 -0.25 -0.09
C 1.115612 0.258957 3.264751 0.40 -2.00 -0.53
C 1.456224 -0.772455 2.677317 -0.90 2.18 2.21
H -1.828022 1.721571 4.974363 0.17 0.06 -0.14
H -1.166687 2.252088 3.414318 -0.02 0.05 0.15
H -0.860017 3.200583 4.881799 -0.04 -0.15 -0.08
H 2.456407 1.904462 6.258349 -0.04 0.07 -0.17
H 2.746825 2.367533 4.569931 -0.05 0.07 0.16
H 1.621926 3.309932 5.569247 0.08 -0.13 -0.01
H -0.834655 -0.333584 6.162710 0.27 0.03 -0.01
H 0.797004 -0.999851 5.935570 -0.12 0.21 0.13
H 0.528646 0.294219 7.126075 -0.11 -0.04 -0.21
```
Positions in Å, forces in eV/Å.

The energy above the lowest of the compared OMol25 structures with the same formula, charge and spin is 1.1759 eV. The HOMO-LUMO gap comes out at 5.1 eV. Its energy is -53086.7982 eV. As for the total charge: 0. As for the HOMO energy: -0.1682 hartree.

natural (NBO) population analysis, charges in e, atoms 1 to 6: P 0.916; P 0.922; C -0.726; C -0.730; H 0.238; H 0.235



(2)
Computed, not measured: a structure of composition C7H6NO7Ti in a non-equilibrium geometry, with ωB97M-V/def2-TZVPD.

```
22
Properties=species:S:1:pos:R:3:forces:R:3
O -1.709409 -4.208828 -2.079843 2.17 2.57 -0.71
C -1.012205 -3.335537 -2.322200 -2.13 -2.29 0.57
Ti 0.118881 1.404042 -0.947060 -6.48 -4.20 2.38
O 1.421603 -1.391347 -0.344528 -1.35 2.54 -3.35
C 1.080202 -0.602013 -1.228465 1.55 -0.04 3.62
C 1.817921 2.258970 -1.280801 9.30 4.70 -0.69
O 2.855103 2.788872 -1.355471 -5.32 -2.71 0.32
C 0.072991 -0.849679 -3.658248 -3.14 1.40 -7.30
O -0.461166 -0.665468 -4.684334 2.77 -1.34 6.14
C 1.178309 -0.947596 -2.666636 3.39 -6.20 -0.77
O 2.032433 -1.753467 -3.080380 -2.48 3.27 0.54
H 0.089054 2.792911 -0.232439 1.26 1.31 0.30
N -0.276047 0.090842 3.298578 0.32 -0.23 0.44
C -1.410899 0.714363 2.487742 0.48 -0.75 1.29
C -0.869831 0.704636 1.138227 0.29 -0.42 -1.06
O 0.394602 0.802629 1.049815 0.37 0.98 -1.81
O -1.540475 0.580121 0.072896 0.56 0.93 -0.74
H -0.035153 -0.873798 2.983227 -0.45 0.49 0.28
H -0.534715 0.024985 4.299450 0.28 0.17 -0.27
H 0.621902 0.616403 3.160459 -0.90 -0.21 0.53
H -2.300148 0.092288 2.579097 -0.16 0.29 0.15
H -1.532948 1.756661 2.810909 -0.33 -0.27 0.13
```
Positions in Å, forces in eV/Å.

The energy above the lowest of the compared OMol25 structures with the same formula, charge and spin is 3.3283 eV. The HOMO-LUMO gap (spin up / spin down) comes out at 6.5 / 6.6 eV. Its energy is -46254.8858 eV. As for the total charge: +3. As for the HOMO energy (spin up / spin down): -0.7842 / -0.7863 hartree.

natural (NBO) population analysis, charges in e, atoms 1 to 6: O -0.365; C 0.429; Ti 1.421; O -0.290; C 0.196; C 0.421



(3)
Computed, not measured: a structure of composition C5H14N2 in a non-equilibrium geometry, with ωB97M-V/def2-TZVPD.

```
21
Properties=species:S:1:pos:R:3:forces:R:3
N -2.688257 1.092296 -0.067757 0.27 0.06 0.23
C -2.004931 -0.092348 0.474466 -0.17 0.24 -0.97
C -1.993990 -1.215720 -0.564844 0.24 0.39 0.14
C -0.570552 0.351929 0.844358 -0.66 -1.14 2.03
N 0.486774 -0.415860 0.811953 -0.53 0.77 -0.91
C 2.917551 0.575471 -1.063246 -0.07 -0.33 0.71
C 3.541405 -0.436221 -0.085815 -0.07 0.52 -0.70
H -3.691184 1.035914 0.038918 -0.05 0.00 0.00
H -2.370090 1.924788 0.420737 -0.23 -0.01 0.01
H -2.462173 -0.437495 1.409281 0.19 -0.03 0.14
H -1.114409 -1.829171 -0.382098 -0.06 -0.25 -0.06
H -1.908695 -0.754471 -1.551393 0.06 -0.08 0.02
H -2.890494 -1.829056 -0.562816 -0.09 0.01 0.15
H 0.073629 0.330354 -0.190347 0.82 -0.38 -0.18
H -0.574740 1.234782 1.521053 -0.04 0.41 -0.44
H 3.335735 0.490294 -2.062782 0.05 0.17 -0.05
H 1.862191 0.324748 -1.100978 -0.13 0.10 -0.39
H 2.982139 1.596147 -0.681656 0.17 0.02 -0.20
H 3.367672 -1.425371 -0.509093 0.20 -0.16 0.29
H 4.609776 -0.253988 0.030289 0.02 -0.15 0.06
H 3.035326 -0.354483 0.869430 0.08 -0.15 0.12
```
Positions in Å, forces in eV/Å.

The energy above the lowest of the compared OMol25 structures with the same formula, charge and spin is 4.4740 eV. The HOMO-LUMO gap comes out at 9.0 eV. Its energy is -8388.1449 eV. As for the total charge: 0. As for the HOMO energy: -0.3139 hartree.

Mulliken population analysis, charges in e, atoms 1 to 6: N -0.650; C 0.439; C -1.485; C -0.223; N -0.516; C -0.588



Which of these has the highest energy? C5H14N2



The lowest energy belongs to which entry? C20H40P2PbSi